No. 1
Below is a molecular structure, C4H10F4Li2N2O10S4, with properties calculated with the ωB97M-V functional and the def2-TZVPD basis.

Geometry as ORCA input:
```
! RIJCOSX wB97M-V def2-TZVPD def2/J DEFGRID3
* xyz 0 1
Li -10.52199 -10.79835 -21.00596
Li -9.12586 -9.05218 -19.15767
N -8.34646 -11.56813 -15.32757
S -7.52082 -10.89769 -16.67008
O -6.19751 -10.40126 -16.57115
O -8.30593 -10.32850 -17.75646
F -7.15734 -12.40013 -17.26150
S -8.80012 -10.13259 -14.86894
O -9.86947 -9.54162 -15.61736
O -7.85852 -9.33313 -14.15684
F -9.54901 -10.82087 -13.63446
N -8.78594 -9.78556 -20.87357
S -8.22191 -8.60960 -22.01046
O -8.71547 -8.79950 -23.35599
O -6.98621 -7.88030 -21.76082
F -9.28564 -7.46032 -21.54794
S -7.43572 -10.55190 -21.02079
O -6.40658 -9.98960 -20.19489
O -7.04300 -11.14149 -22.25435
F -7.90700 -11.82663 -20.13836
C -12.37318 -9.27497 -18.93115
O -11.02772 -8.68353 -18.96550
C -11.08659 -7.46870 -18.17155
C -10.06535 -6.49523 -18.62066
O -8.87831 -7.24867 -18.69444
C -7.80466 -6.44875 -19.12774
H -12.31249 -10.32239 -19.22666
H -13.00698 -8.74862 -19.64484
H -12.82809 -9.36467 -17.94468
H -11.11385 -7.62183 -17.09271
H -12.04291 -6.98616 -18.37332
H -10.01864 -5.53513 -18.10672
H -10.39048 -6.24209 -19.62978
H -7.92916 -5.94897 -20.08838
H -6.89615 -7.02900 -19.28906
H -7.54901 -5.70639 -18.37167
*
```

Properties
- total energy (eV) = -82383.0345
- energy above the lowest of the compared OMol25 structures with the same formula, charge and spin (eV) = 2.574
- F_max (eV/Å) = 9.41
- HOMO-LUMO gap (eV) = 7.415



No. 2
Below is a gas-phase ion, C4H10FIN (charge +1), with properties calculated with the ωB97M-V functional and the def2-TZVPD basis.

Geometry as ORCA input:
```
! RIJCOSX wB97M-V def2-TZVPD def2/J DEFGRID3
* xyz 1 1
C -2.86808 -2.20990 -0.57668
C -1.95728 -1.05694 0.04787
C 1.87943 1.77440 0.82235
C -0.62737 -1.30032 -0.53994
N 3.00342 2.44212 0.06751
F -0.20296 -2.53776 -0.29485
I 0.83797 0.17435 -0.72130
H -2.47598 -2.28964 -1.61513
H -4.01287 -2.11369 -0.63798
H -2.69437 -3.08537 0.14247
H -2.35385 -0.06475 -0.18813
H -1.86622 -1.01180 1.12059
H 2.41145 1.15358 1.59044
H 1.13339 2.45565 1.20591
H 3.68331 1.74076 -0.37650
H 3.53378 3.00191 0.67964
H 2.57625 2.92740 -0.72627
*
```

Properties
- total energy (eV) = -16607.2157
- energy above the lowest of the compared OMol25 structures with the same formula, charge and spin (eV) = 3.690
- F_max (eV/Å) = 2.61
- HOMO-LUMO gap (alpha / beta) (eV) = 7.728 / 7.298



No. 3
Below is 2 unconnected molecules or ions with the total composition C4H10FPS, with properties calculated with the ωB97M-V functional and the def2-TZVPD basis.

Geometry as ORCA input:
```
! RIJCOSX wB97M-V def2-TZVPD def2/J DEFGRID3
* xyz 0 1
C -0.57536 0.98660 -2.29760
C 1.62138 -0.44411 2.35138
C 0.38374 0.26763 -1.42143
C 1.32811 -1.11793 1.01767
F -4.44763 0.60996 -0.78884
P -0.02147 -0.22551 0.12521
S -1.72466 0.06533 1.01137
H -0.08308 1.81679 -2.80457
H -0.98365 0.32529 -3.06730
H -1.41166 1.37384 -1.71616
H 0.71927 -0.40815 2.96380
H 2.38054 -1.00248 2.89304
H 1.97404 0.57446 2.19939
H 1.36112 0.01045 -1.78978
H -3.71688 0.44006 -0.21524
H 0.99460 -2.14875 1.17441
H 2.20160 -1.12349 0.36465
*
```

Properties
- total energy (eV) = -27151.5810
- energy above the lowest of the compared OMol25 structures with the same formula, charge and spin (eV) = 1.177
- SMILES = CC=P(=S)CC.F
- F_max (eV/Å) = 1.68
- HOMO-LUMO gap (eV) = 8.779



No. 4
Below is a molecular structure, C4H10I2N, with properties calculated with the ωB97M-V functional and the def2-TZVPD basis.

Geometry as ORCA input:
```
! RIJCOSX wB97M-V def2-TZVPD def2/J DEFGRID3
* xyz 1 1
C -1.25253 0.03897 1.86607
C -0.64364 0.48720 -1.60160
C -0.68687 -0.60837 0.61673
C 2.36185 -0.26281 -0.85664
N -0.14586 0.42525 -0.24569
I 3.02057 1.43761 0.05342
I 2.33941 -1.98563 0.20011
H -2.22123 0.59890 1.91359
H -1.23661 -0.81054 2.59322
H -0.53553 0.81828 2.19117
H -0.21000 1.23306 -2.17863
H -0.31846 -0.32428 -2.17024
H -1.76133 0.44625 -1.61383
H -1.43663 -1.28101 0.20202
H 0.21950 -1.15090 0.80518
H 2.38341 -0.36329 -1.95748
H 0.12395 1.30131 0.18259
*
```

Properties
- total energy (eV) = -21991.2367
- energy above the lowest of the compared OMol25 structures with the same formula, charge and spin (eV) = 2.628
- F_max (eV/Å) = 2.37
- HOMO-LUMO gap (alpha / beta) (eV) = 6.739 / 6.710



No. 5
Below is 2 unconnected molecules or ions with the total composition C4H10I2Si, with properties calculated with the ωB97M-V functional and the def2-TZVPD basis.

Geometry as ORCA input:
```
! RIJCOSX wB97M-V def2-TZVPD def2/J DEFGRID3
* xyz 0 1
C -0.78274 1.97495 -0.32006
C 0.08921 0.53730 1.56391
C 0.56803 -1.82784 -1.43077
C -1.05324 0.65048 0.43975
Si -0.88818 -0.96688 -0.58159
I 4.96897 -0.50813 0.17504
I -2.42631 -2.75403 0.28467
H -0.72307 2.77480 0.38587
H 0.03237 1.91395 -0.98718
H -1.65056 1.98996 -0.78533
H 0.38473 -0.47511 1.83258
H -0.06052 1.10870 2.43521
H 0.85894 0.90326 0.93871
H 0.42652 -2.81493 -1.73671
H 1.01614 -1.36359 -2.40537
H 1.32966 -1.76709 -0.69260
H -2.08993 0.62418 0.88389
*
```

Properties
- total energy (eV) = -28386.7971
- energy above the lowest of the compared OMol25 structures with the same formula, charge and spin (eV) = 4.995
- F_max (eV/Å) = 5.10
- HOMO-LUMO gap (alpha / beta) (eV) = 9.463 / 2.828



No. 6
Below is a molecular structure, C4H10MnO2, with properties calculated with the ωB97M-V functional and the def2-TZVPD basis.

Geometry as ORCA input:
```
! RIJCOSX wB97M-V def2-TZVPD def2/J DEFGRID3
* xyz 1 7
H -2.78184 -3.11493 2.88098
C -2.43604 0.45285 0.76589
O -1.91463 -0.57370 1.59833
C -2.64457 -0.93170 2.76381
C -3.37864 -2.23762 2.60235
H -1.64714 0.74583 0.06633
H -3.30911 0.05553 0.23208
H -2.73526 1.32262 1.36684
H -3.38589 -0.13362 2.93112
H -3.62062 -2.42168 1.54742
H -4.23467 -2.24533 3.28866
H -2.52219 -0.21668 4.35782
C -1.27176 -0.71267 4.80151
O -1.10610 -1.34309 3.61604
Mn -0.01631 -1.23293 1.90592
H -0.32369 -0.42025 5.26720
H -1.86844 -1.35632 5.46340
*
```

Properties
- total energy (eV) = -39710.6467
- energy above the lowest of the compared OMol25 structures with the same formula, charge and spin (eV) = 2.975
- F_max (eV/Å) = 5.71
- expectation value of S² = 12.01
- HOMO-LUMO gap (alpha / beta) (eV) = 3.227 / 5.360



No. 7
Below is 2 unconnected molecules or ions with the total composition C4H10N, with properties calculated with the ωB97M-V functional and the def2-TZVPD basis.

Geometry as ORCA input:
```
! RIJCOSX wB97M-V def2-TZVPD def2/J DEFGRID3
* xyz 1 1
C -0.53699 1.16155 0.56338
C 0.82726 1.66347 0.13029
C 0.32002 0.38385 -0.38021
C -0.48230 -2.40859 1.69443
N 0.23923 0.17226 -1.87099
H -0.81976 0.78788 1.56730
H -1.36399 1.71995 0.17979
H 0.64861 2.50783 -0.69472
H 1.67736 1.78959 0.76869
H -0.94852 -2.87786 0.87206
H 0.60675 -2.42580 1.55345
H -0.97590 -2.36060 2.61648
H -0.38638 -0.62208 -2.12457
H 1.05367 -0.37243 -2.30698
H 0.14095 0.88098 -2.56839
*
```

Properties
- total energy (eV) = -5787.1174
- energy above the lowest of the compared OMol25 structures with the same formula, charge and spin (eV) = 6.740
- F_max (eV/Å) = 4.53
- HOMO-LUMO gap (alpha / beta) (eV) = 10.554 / 6.431



No. 8
Below is 2 unconnected molecules or ions with the total composition C4H10N, with properties calculated with the ωB97M-V functional and the def2-TZVPD basis.

Geometry as ORCA input:
```
! RIJCOSX wB97M-V def2-TZVPD def2/J DEFGRID3
* xyz 1 1
C -2.73042 1.13836 1.55882
N -1.81737 0.25414 1.84614
H -3.04239 1.13468 0.46178
H -3.02437 1.86303 2.40048
H -1.34650 0.22387 2.76309
H -1.24641 -0.17038 1.13915
C 1.30969 -0.75113 -2.40395
C 1.16626 -0.43657 -0.98692
C 2.19236 -0.17757 -0.05711
H 2.25836 -1.29099 -2.69350
H 0.50365 -1.18658 -2.95335
H 1.55323 0.26587 -3.01605
H 0.26783 -0.83925 -0.50677
H 1.94800 -0.50170 0.99581
H 3.22281 0.08388 -0.17867
*
```

Properties
- total energy (eV) = -5790.3909
- energy above the lowest of the compared OMol25 structures with the same formula, charge and spin (eV) = 3.467
- F_max (eV/Å) = 5.44
- HOMO-LUMO gap (eV) = 5.969



No. 9
Below is 2 unconnected molecules or ions with the total composition C4H10N, with properties calculated with the ωB97M-V functional and the def2-TZVPD basis.

Geometry as ORCA input:
```
! RIJCOSX wB97M-V def2-TZVPD def2/J DEFGRID3
* xyz 1 1
C 2.53451 0.26604 -0.26789
C 2.33943 -0.55366 0.78210
H 2.75863 1.31251 -0.13223
H 2.60042 -0.26346 -1.21004
H 1.94622 -0.16522 1.71368
H 2.55788 -1.61528 0.75968
C -2.29172 1.08082 -0.00772
C -0.92696 -0.81483 -0.72095
N -1.43552 -0.13968 0.22299
H -1.68382 1.84428 -0.48822
H -3.03220 0.72666 -0.71901
H -2.71750 1.38200 0.93909
H -0.75045 -0.36335 -1.69783
H -0.33202 -1.70862 -0.55735
H -1.07714 -0.22936 1.16211
*
```

Properties
- total energy (eV) = -5790.9332
- energy above the lowest of the compared OMol25 structures with the same formula, charge and spin (eV) = 2.925
- F_max (eV/Å) = 2.03
- HOMO-LUMO gap (eV) = 7.758



No. 10
Below is 2 unconnected molecules or ions with the total composition C4H10N, with properties calculated with the ωB97M-V functional and the def2-TZVPD basis.

Geometry as ORCA input:
```
! RIJCOSX wB97M-V def2-TZVPD def2/J DEFGRID3
* xyz 1 1
C -2.28925 -0.65277 0.33936
C -1.44075 -1.06763 1.28328
H -2.17884 -0.98366 -0.68780
H -3.05489 0.08404 0.54655
H -0.81821 -1.94316 1.12854
H -1.40874 -0.59444 2.25631
C 1.78001 0.55990 -0.73733
C 1.90413 1.39156 0.27089
N 0.45173 -0.00935 -1.10344
H 2.61044 0.17541 -1.31034
H 2.88594 1.63867 0.65428
H 1.09778 1.89145 0.79498
H -0.06931 -0.06526 -0.19837
H -0.05069 0.53845 -1.80222
H 0.58064 -0.96320 -1.43471
*
```

Properties
- total energy (eV) = -5791.6335
- energy above the lowest of the compared OMol25 structures with the same formula, charge and spin (eV) = 2.224
- F_max (eV/Å) = 1.22
- HOMO-LUMO gap (eV) = 10.968



No. 11
Below is a gas-phase ion, C4H10N (charge +2), with properties calculated with the ωB97M-V functional and the def2-TZVPD basis.

Geometry as ORCA input:
```
! RIJCOSX wB97M-V def2-TZVPD def2/J DEFGRID3
* xyz 2 2
C -0.30687 0.42816 -2.40105
C -0.44985 0.61280 -0.87166
C 0.15721 -0.25737 0.07787
C -0.09170 -0.22715 1.40091
N 0.67182 -0.86966 2.43381
H 0.19070 -0.42927 -2.92133
H 0.14524 1.41491 -3.11100
H -1.40220 0.43016 -2.66538
H -1.54446 0.71020 -0.83135
H -0.04880 1.66312 -0.69319
H 0.91785 -0.95536 -0.39652
H -0.86515 0.62586 1.79006
H 1.06725 -1.83318 2.04319
H 1.36860 -0.20720 2.85603
H 0.19034 -1.10601 3.28961
*
```

Properties
- total energy (eV) = -5776.7646
- energy above the lowest of the compared OMol25 structures with the same formula, charge and spin (eV) = 2.355
- F_max (eV/Å) = 5.23
- expectation value of S² = 0.77
- HOMO-LUMO gap (alpha / beta) (eV) = 11.294 / 6.055



No. 12
Below is a gas-phase ion, C4H10N2 (charge -1), with properties calculated with the ωB97M-V functional and the def2-TZVPD basis.

Geometry as ORCA input:
```
! RIJCOSX wB97M-V def2-TZVPD def2/J DEFGRID3
* xyz -1 2
C -0.49333 -0.74407 -2.40772
C -0.58275 -0.92293 -0.87943
C 0.13087 0.19119 -0.12558
N -0.22432 0.13220 1.29550
C 0.29159 1.20277 2.10824
N 1.42878 1.00654 2.71035
H 0.55737 -0.63360 -2.63254
H -0.85277 -1.64237 -2.91902
H -1.11240 0.07614 -2.76592
H -0.08238 -1.84696 -0.62140
H -1.63203 -0.97999 -0.59249
H 1.21446 0.06288 -0.26508
H -0.06959 1.21117 -0.42744
H 0.15161 -0.69529 1.75236
H -0.45462 1.96249 2.31155
H 1.72954 1.61983 3.45862
*
```

Properties
- total energy (eV) = -7288.1172
- energy above the lowest of the compared OMol25 structures with the same formula, charge and spin (eV) = 0.343
- F_max (eV/Å) = 1.48
- expectation value of S² = 0.75
- HOMO-LUMO gap (alpha / beta) (eV) = 2.789 / 8.237



Q: Look up the F_max of the twelfth one.
A: 1.48 eV/Å